ORCA calculation (ωB97M-V with the def2-TZVPD basis set) on a 6-piece molecular cluster, C12H36O6 overall in a non-equilibrium geometry.

The SMILES is CCO.CCO.CCO.CCO.CCO.CCO. The value obtained for the relative energy (zero: lowest compared OMol25 entry of this formula, charge and spin) is 10.612 eV. For the LUMO energy, the calculation gives 0.469 eV. Its maximum force is 13.047 eV/Å. The molecular weight is 276.4 u. The HOMO energy comes out at -9.63 eV. Its HOMO-LUMO gap is 10.1 eV.

Structure (ORCA input):
```
! RIJCOSX wB97M-V def2-TZVPD def2/J DEFGRID3
* xyz 0 1
C 13.372 50.094 48.043
C 14.603 49.444 47.327
O 15.432 48.924 48.361
H 13.716 51.239 48.531
H 12.977 49.352 48.827
H 12.634 50.366 47.448
H 15.184 50.108 46.596
H 14.335 48.567 46.548
H 15.464 48.090 48.152
C 17.087 51.820 38.431
C 17.294 50.953 37.260
O 18.172 49.909 37.702
H 16.512 51.337 39.200
H 16.499 52.649 37.944
H 18.075 52.106 38.875
H 17.776 51.574 36.524
H 16.305 50.337 36.937
H 18.136 49.252 36.996
C 15.232 55.824 42.252
C 14.773 55.653 40.762
O 14.651 54.248 40.631
H 14.771 55.219 43.042
H 15.217 56.877 42.384
H 16.497 55.688 42.057
H 15.122 56.115 40.033
H 13.791 55.946 40.732
H 14.515 54.146 39.785
C 14.801 51.247 43.791
C 15.237 52.040 42.640
O 14.516 53.357 42.742
H 13.871 50.880 43.583
H 14.830 51.954 44.737
H 15.592 50.531 43.984
H 15.148 51.728 41.747
H 16.328 52.271 42.884
H 14.780 53.875 42.068
C 18.955 52.793 44.292
C 18.416 54.218 44.393
O 19.218 55.111 45.232
H 18.911 52.440 45.278
H 19.935 52.811 43.855
H 18.379 52.238 43.520
H 17.330 54.340 44.725
H 18.204 54.717 43.383
H 18.583 55.336 46.021
C 11.628 52.530 41.142
C 11.230 51.305 40.397
O 10.500 51.848 39.151
H 12.334 52.126 41.969
H 10.735 52.866 41.591
H 12.134 53.186 40.532
H 10.696 50.745 41.024
H 12.175 50.804 40.066
H 10.181 51.194 38.781
*
```

Löwdin population analysis, charges in e, atoms 1 to 8: -0.087, -0.316, -0.043, 0.154, 0.095, -0.025, 0.099, 0.144

ORCA calculation (ωB97M-V with the def2-TZVPD basis set) on C25H37N4O2S5Y as an isolated structure in a non-equilibrium geometry.

The value obtained for the relative energy (zero: lowest compared OMol25 entry of this formula, charge and spin) is 0.955 eV. For the LUMO energy, the calculation gives -5.874 eV. Its maximum force is 1.746 eV/Å. The molecular weight is 674.8 u. The HOMO energy comes out at -13.42 eV. Its HOMO-LUMO gap is 7.5 eV.

Structure (ORCA input):
```
! RIJCOSX wB97M-V def2-TZVPD def2/J DEFGRID3
* xyz 2 1
Y 0.065 -0.584 0.715
C -2.495 -3.163 -1.884
C -1.908 -2.265 -2.969
S -1.295 -0.626 -2.385
C 0.027 -0.331 -3.624
C 1.176 -1.334 -3.544
S 1.086 -2.143 -1.901
C 2.545 -3.259 -1.827
C 2.842 -3.593 -0.367
S 1.397 -3.518 0.765
C 0.261 -4.724 -0.037
C -1.174 -4.474 0.374
S -1.886 -2.875 -0.167
H -2.307 -4.208 -2.122
H -3.571 -3.006 -1.814
H -2.676 -2.050 -3.711
H -1.065 -2.749 -3.454
H 0.362 0.682 -3.400
H -0.437 -0.331 -4.609
H 2.139 -0.836 -3.650
H 1.087 -2.110 -4.306
H 3.399 -2.775 -2.298
H 2.293 -4.156 -2.394
H 3.539 -2.885 0.083
H 3.259 -4.595 -0.286
H 0.564 -5.716 0.303
H 0.388 -4.647 -1.114
H -1.248 -4.427 1.461
H -1.821 -5.273 0.012
N -0.924 1.910 4.176
C -0.308 1.550 3.033
S 0.862 0.241 3.150
N -0.575 2.195 1.940
N 0.043 1.769 0.813
C 0.704 2.624 0.095
C 0.670 4.068 0.382
C -0.542 4.752 0.301
C -0.596 6.098 0.610
C 0.542 6.760 1.040
C 1.744 6.077 1.148
C 1.816 4.739 0.803
C 1.673 2.084 -0.860
C 2.338 2.903 -1.774
C 3.421 2.397 -2.473
C 3.824 1.094 -2.219
C 3.084 0.337 -1.324
N 2.015 0.791 -0.678
H -0.497 1.607 5.041
H -1.388 2.808 4.188
H -1.427 4.233 -0.031
H -1.530 6.630 0.520
H 0.494 7.806 1.296
H 2.627 6.585 1.501
H 2.751 4.205 0.898
H 2.020 3.924 -1.911
H 3.961 3.013 -3.173
H 4.702 0.682 -2.690
H 3.381 -0.676 -1.094
C -0.949 -2.344 3.882
O -1.410 -1.822 2.631
C -2.822 -1.575 2.634
C -3.130 -0.167 2.129
O -2.468 0.058 0.876
C -3.054 1.170 0.196
H -1.455 -3.286 4.114
H -1.129 -1.622 4.684
H 0.123 -2.514 3.789
H -3.223 -1.675 3.645
H -3.308 -2.308 1.979
H -2.799 0.588 2.854
H -4.213 -0.080 1.990
H -4.090 0.945 -0.062
H -2.479 1.329 -0.719
H -3.022 2.068 0.822
*
```

Löwdin population analysis, charges in e, atoms 1 to 8: 1.274, -0.432, -0.474, 0.797, -0.468, -0.441, 0.748, -0.457

ORCA calculation (ωB97M-V with the def2-TZVPD basis set) on C3H13BeO4 as an isolated structure in a non-equilibrium geometry.

The value obtained for the relative energy (zero: lowest compared OMol25 entry of this formula, charge and spin) is 0.194 eV. For the LUMO energy, the calculation gives -4.019 eV. Its maximum force is 3.859 eV/Å. The molecular weight is 122.1 u. The HOMO energy comes out at -12.45 eV. Its HOMO-LUMO gap is 8.4 eV.

Structure (ORCA input):
```
! RIJCOSX wB97M-V def2-TZVPD def2/J DEFGRID3
* xyz 1 1
Be -3.355 -20.364 1.590
C -5.984 -22.334 3.303
C -4.616 -22.729 2.819
C -4.639 -23.724 1.702
O -3.908 -21.580 2.389
H -6.049 -21.526 3.991
H -6.539 -23.142 3.756
H -6.519 -22.067 2.459
H -4.148 -23.175 3.708
H -3.554 -23.832 1.383
H -5.177 -23.410 0.844
H -4.978 -24.637 2.187
O -1.987 -19.480 2.389
H -1.590 -18.585 2.370
H -1.708 -19.899 3.216
O -4.421 -19.212 1.219
H -4.700 -19.203 0.294
H -4.290 -18.283 1.487
O -2.788 -20.804 0.024
H -1.806 -20.690 -0.280
H -3.039 -21.527 -0.570
*
```

Löwdin population analysis, charges in e, atoms 1 to 8: 0.089, -0.050, -0.520, -0.055, -0.177, 0.074, 0.089, 0.054

ORCA calculation (ωB97M-V with the def2-TZVPD basis set) on C31H35N4ScSe4 as an isolated structure.

The value obtained for the relative energy (zero: lowest compared OMol25 entry of this formula, charge and spin) is 0.000 eV. For the LUMO energy, the calculation gives -0.835 eV. Its maximum force is 0.275 eV/Å. The molecular weight is 824.4 u. The HOMO energy comes out at -6.85 eV. Its HOMO-LUMO gap is 6.0 eV.

Structure (ORCA input):
```
! RIJCOSX wB97M-V def2-TZVPD def2/J DEFGRID3
* xyz 0 1
Sc 0.831 -0.205 -0.167
C -2.972 1.783 0.435
C -1.983 2.892 0.672
C -2.317 4.213 0.403
C -1.397 5.228 0.598
C -0.124 4.925 1.054
C 0.256 3.616 1.325
C 1.653 3.305 1.775
C -0.697 2.614 1.144
N -0.392 1.223 1.366
C -0.761 0.710 2.473
C -1.286 1.473 3.650
C -0.722 -0.787 2.559
C -1.204 -1.439 3.818
N -0.325 -1.407 1.517
C -0.526 -2.829 1.436
C 0.535 -3.729 1.576
C 1.918 -3.292 1.962
C 0.269 -5.081 1.372
C -1.003 -5.531 1.058
C -2.044 -4.624 0.960
C -1.825 -3.266 1.148
C -2.973 -2.299 1.033
H -3.822 2.146 -0.142
H -3.358 1.377 1.374
H -2.510 0.959 -0.112
H -3.304 4.440 0.021
H -1.665 6.253 0.379
H 0.604 5.716 1.186
H 2.216 4.224 1.928
H 2.170 2.700 1.029
H 1.670 2.730 2.702
H -1.156 2.542 3.515
H -0.768 1.161 4.558
H -2.350 1.266 3.794
H -0.560 -1.142 4.648
H -1.186 -2.521 3.734
H -2.216 -1.112 4.062
H 1.909 -2.680 2.865
H 2.384 -2.685 1.185
H 2.548 -4.163 2.141
H 1.082 -5.788 1.473
H -1.182 -6.587 0.902
H -3.044 -4.967 0.722
H -3.834 -2.788 0.579
H -2.709 -1.434 0.423
H -3.286 -1.926 2.012
Se 2.416 -1.904 -1.542
Se 3.120 0.133 -2.439
Se 1.238 0.992 -3.533
Se 0.304 1.985 -1.615
C 4.597 0.463 3.334
C 4.814 0.394 1.967
C 3.755 0.162 1.095
C 2.422 0.006 1.513
C 2.267 0.071 2.901
C 3.304 0.285 3.802
H 5.416 0.640 4.019
H 5.815 0.515 1.568
H 4.000 0.098 0.045
H 1.286 -0.062 3.359
H 3.100 0.315 4.867
N -3.622 -3.288 -3.947
C -2.699 -2.655 -3.151
C -2.726 -1.273 -2.954
C -1.802 -0.692 -2.117
N -0.857 -1.373 -1.447
C -0.836 -2.698 -1.649
C -1.716 -3.370 -2.465
H -4.108 -2.719 -4.620
H -3.379 -4.205 -4.284
H -3.452 -0.651 -3.463
H -1.787 0.383 -1.992
H -0.065 -3.254 -1.133
H -1.630 -4.444 -2.571
*
```

Löwdin population analysis, charges in e, atoms 1 to 8: 0.454, -0.023, -0.248, -0.045, -0.069, -0.038, -0.248, -0.017